Molecular formula: C21H39N3O2S3
Method: DFT, ωB97M-V with the def2-TZVPD basis set

Results
HOMO energy: -3.39 eV
Frontier orbital gap: 1.71 eV

Bonds (Å) are listed after each position.
Atoms and positions in Å:
1 S -2.2591 0.8939 2.5930  C10 1.845, C23 1.864, C28 1.846
2 S 2.6101 7.0622 0.9152  C15 1.626
3 S 1.9390 4.4257 2.2366  C12 1.853, C15 1.847
4 O 0.8157 5.5609 -6.2581  C24 1.341
5 O 2.6724 -6.9691 1.5651  C13 1.439, C19 1.442
6 N 2.7598 4.6743 -0.3956  C11 1.397, C15 1.447, C22 1.398
7 N -2.5442 0.7425 -0.7713  C16 1.272, H35 1.025
8 N 3.8375 3.4760 -2.0281  C11 1.344, C17 1.417
9 C 0.1765 2.1959 2.5730  C10 1.613, C12 1.575, H32 1.118, H66 1.129
10 C -0.6008 1.0176 1.7928  S1 1.845, C9 1.613, H38 1.115, H65 1.118
11 C 3.9713 4.1944 -0.8997  N6 1.397, N8 1.344, H39 1.108
12 C 0.5146 3.4090 1.6274  S3 1.853, C9 1.575, H67 1.121, H68 1.127
13 C 1.3661 -6.4323 1.2914  O5 1.439, C27 1.592, H42 1.118, H44 1.129
14 C -1.1171 -4.6244 0.9737  C20 1.573, C29 1.595, H46 1.131, H59 1.121
15 C 2.4743 5.4466 0.7938  S2 1.626, S3 1.847, N6 1.447
16 C -3.5382 0.8046 0.0193  N7 1.272, C18 1.594, C23 1.559
17 C 2.4598 3.4434 -2.3595  N8 1.417, C22 1.453, H37 1.107
18 C -4.9064 0.1387 -0.4543  C16 1.594, H33 1.126, H47 1.119, H60 1.120
19 C 3.5121 -6.8478 0.3987  O5 1.442, H36 1.133, H40 1.129, H43 1.119
20 C -2.3217 -3.8044 0.3811  C14 1.573, C25 1.583, H56 1.126, H61 1.129
21 C 2.7142 5.9017 -4.9227  C24 1.545, H54 1.103, H62 1.095, H64 1.092
22 C 1.8121 4.2234 -1.3189  N6 1.398, C17 1.453, H51 1.112
23 C -3.5431 1.5284 1.3995  S1 1.864, C16 1.559, H52 1.130, H58 1.123
24 C 2.1504 5.6558 -6.3400  O4 1.341, C21 1.545, H41 1.116, H49 1.117
25 C -2.3130 -2.2606 0.7330  C20 1.583, C26 1.601, H53 1.130, H63 1.117
26 C -1.8689 -1.9684 2.2436  C25 1.601, C28 1.572, H48 1.130, H57 1.117
27 C 1.3983 -4.8410 1.3111  C13 1.592, C29 1.592, H30 1.131, H34 1.117
28 C -2.7550 -0.8552 2.9123  S1 1.846, C26 1.572, H31 1.119, H45 1.128
29 C 0.2931 -4.2383 0.3364  C14 1.595, C27 1.592, H50 1.130, H55 1.118
30 H 1.0880 -4.5496 2.3592  C27 1.131
31 H -3.8267 -0.9704 2.6109  C28 1.119
32 H 1.0661 1.7552 3.0881  C9 1.118
33 H -4.6682 -0.6342 -1.2370  C18 1.126
34 H 2.4244 -4.4422 1.1216  C27 1.117
35 H -2.7849 0.2273 -1.6242  N7 1.025
36 H 4.3368 -6.1192 0.6665  C19 1.133
37 H 1.9203 2.9514 -3.1911  C17 1.107
38 H 0.0324 0.1091 1.9195  C10 1.115
39 H 4.9673 4.3535 -0.4408  C11 1.108
40 H 2.9742 -6.3652 -0.4687  C19 1.129
41 H 2.5745 6.4748 -6.9689  C24 1.116
42 H 0.6658 -6.8351 2.0648  C13 1.118
43 H 3.9996 -7.8131 0.1103  C19 1.119
44 H 1.0241 -6.8422 0.2961  C13 1.129
45 H -2.7056 -1.0166 4.0272  C28 1.128
46 H -1.2950 -5.7022 0.6823  C14 1.131
47 H -5.4698 -0.3154 0.3995  C18 1.119
48 H -2.1122 -2.9268 2.7916  C26 1.130
49 H 2.7103 4.7694 -6.7261  C24 1.117
50 H 0.3664 -4.8456 -0.6131  C29 1.130
51 H 0.7209 4.4322 -1.2636  C22 1.112
52 H -4.5240 1.2701 1.8967  C23 1.130
53 H -3.3928 -1.9291 0.6918  C25 1.130
54 H 3.8133 5.9822 -4.9611  C21 1.103
55 H 0.4101 -3.1407 0.1584  C29 1.118
56 H -3.2914 -4.3160 0.6362  C20 1.126
57 H -0.7658 -1.8307 2.3523  C26 1.117
58 H -3.5285 2.6495 1.3371  C23 1.123
59 H -1.0506 -4.6055 2.0928  C14 1.121
60 H -5.5153 0.9532 -0.9236  C18 1.120
61 H -2.2391 -3.8692 -0.7435  C20 1.129
62 H 2.3344 6.8319 -4.4877  C21 1.095
63 H -1.6969 -1.6990 -0.0111  C25 1.117
64 H 2.4713 5.0794 -4.2462  C21 1.092
65 H -0.6402 1.3388 0.7231  C10 1.118
66 H -0.4903 2.6011 3.3884  C9 1.129
67 H -0.3886 4.0640 1.5207  C12 1.121
68 H 0.7761 2.9716 0.6224  C12 1.127